Density functional theory data (ωB97M-V/def2-TZVPD) for 2 unconnected molecules or ions with the total composition C2H4N2O2S.

ORCA input file:
```
! RIJCOSX wB97M-V def2-TZVPD def2/J DEFGRID3
* xyz 0 1
C -0.684 -2.262 -2.138
C -0.129 -1.385 -1.363
N -0.649 2.361 2.702
N 0.349 -0.763 -0.436
O 0.617 0.646 -0.629
O 1.330 1.150 1.839
S 0.040 0.995 2.498
H -1.703 -1.918 -2.138
H -0.188 -2.805 -2.858
H 1.001 0.961 0.184
H 0.019 3.019 2.337
*
```

HOMO = -9.5 eV
maximum force = 0.05429 hartree/bohr
energy relative to the best compared isomer or geometry (same formula, charge and spin) = 113.0 kcal/mol
frontier orbital gap = 0.304 hartree

***

Density functional theory data (ωB97M-V/def2-TZVPD) for a single C2H4N2O2S2 molecule.

ORCA input file:
```
! RIJCOSX wB97M-V def2-TZVPD def2/J DEFGRID3
* xyz 0 1
C -0.236 1.004 -0.509
C 1.959 0.269 0.839
N -1.349 1.289 -0.874
N -0.561 -1.223 -0.451
O -2.580 -0.798 0.935
O -2.296 0.509 -1.124
S 1.276 1.567 -0.268
S -2.138 -1.214 -0.367
H 3.002 -0.106 0.523
H 1.101 -0.520 0.700
H 2.037 0.711 1.874
H -0.215 -1.487 -1.279
*
```

HOMO = -9.2 eV
maximum force = 0.10264 hartree/bohr
energy relative to the best compared isomer or geometry (same formula, charge and spin) = 105.1 kcal/mol
frontier orbital gap = 0.315 hartree

***

Density functional theory data (ωB97M-V/def2-TZVPD) for a single C2H4N2O3 molecule.

ORCA input file:
```
! RIJCOSX wB97M-V def2-TZVPD def2/J DEFGRID3
* xyz 0 1
N -1.107 -0.543 -0.422
C -0.389 0.534 -0.145
O -0.701 1.679 -0.344
C 0.906 0.121 0.580
N 2.046 1.064 0.223
O 2.543 -0.036 -0.598
O 1.580 -0.951 -0.133
H -0.454 -1.288 -0.309
H -1.817 -0.400 -1.111
H 0.580 -0.205 1.662
H 1.886 1.964 -0.157
*
```

SMILES = NC(=O)[C@@H]1NOO1
HOMO = -9.0 eV
maximum force = 0.09766 hartree/bohr
energy relative to the best compared isomer or geometry (same formula, charge and spin) = 158.1 kcal/mol
frontier orbital gap = 0.360 hartree

***

Density functional theory data (ωB97M-V/def2-TZVPD) for 2 unconnected molecules or ions with the total composition C2H4N2O3.

ORCA input file:
```
! RIJCOSX wB97M-V def2-TZVPD def2/J DEFGRID3
* xyz 0 3
C -2.267 -0.247 -0.032
C 1.533 -0.184 -0.241
N -2.611 0.902 0.139
N 0.661 0.661 0.523
O -1.822 -1.301 -0.326
O 0.585 1.812 0.051
O 1.830 -1.337 0.411
H 2.340 0.446 -0.376
H 1.048 -0.448 -1.127
H -2.429 1.676 0.650
H 1.133 -1.981 0.326
*
```

HOMO (spin up / spin down) = -8.8 / -11.2 eV
maximum force = 0.10540 hartree/bohr
energy relative to the best compared isomer or geometry (same formula, charge and spin) = 0.0 kcal/mol
frontier orbital gap (spin up / spin down) = 0.351 / 0.361 hartree

***

Density functional theory data (ωB97M-V/def2-TZVPD) for 2 unconnected molecules or ions with the total composition C2H4N2O3S.

ORCA input file:
```
! RIJCOSX wB97M-V def2-TZVPD def2/J DEFGRID3
* xyz 0 1
N 1.916 0.386 -1.766
S 0.478 -0.051 -1.612
O 0.234 -1.421 -1.458
O -0.550 0.957 -1.905
H 2.026 1.397 -1.886
C -1.440 -0.461 1.104
N -0.148 0.020 0.854
C 0.847 0.377 1.381
O 1.892 0.781 1.634
H -1.471 -1.541 0.714
H -2.201 0.155 0.688
H -1.582 -0.598 2.251
*
```

SMILES = N=S(=O)=O.CN=C=O
HOMO = -11.0 eV
maximum force = 0.08778 hartree/bohr
energy relative to the best compared isomer or geometry (same formula, charge and spin) = 54.0 kcal/mol
frontier orbital gap = 0.400 hartree

***

Density functional theory data (ωB97M-V/def2-TZVPD) for a molecular structure, C2H4N2O3S.

ORCA input file:
```
! RIJCOSX wB97M-V def2-TZVPD def2/J DEFGRID3
* xyz 0 1
C 0.816 0.150 -0.326
C -0.435 -0.730 1.241
N -1.369 0.838 -0.964
N 1.439 1.229 -0.755
O -2.216 -1.564 -0.447
O 0.456 -0.841 -0.984
O 0.567 0.209 0.990
S -1.378 -0.412 -0.290
H -0.018 -1.641 1.413
H -1.212 -0.492 1.914
H 1.687 1.273 -1.754
H 1.662 1.981 -0.038
*
```

HOMO = -9.8 eV
maximum force = 0.06854 hartree/bohr
energy relative to the best compared isomer or geometry (same formula, charge and spin) = 96.9 kcal/mol
frontier orbital gap = 0.376 hartree

***

Repeat the third record exactly.
Density functional theory data (ωB97M-V/def2-TZVPD) for a single C2H4N2O3 molecule.

ORCA input file:
```
! RIJCOSX wB97M-V def2-TZVPD def2/J DEFGRID3
* xyz 0 1
N -1.107 -0.543 -0.422
C -0.389 0.534 -0.145
O -0.701 1.679 -0.344
C 0.906 0.121 0.580
N 2.046 1.064 0.223
O 2.543 -0.036 -0.598
O 1.580 -0.951 -0.133
H -0.454 -1.288 -0.309
H -1.817 -0.400 -1.111
H 0.580 -0.205 1.662
H 1.886 1.964 -0.157
*
```

SMILES = NC(=O)[C@@H]1NOO1
HOMO = -9.0 eV
maximum force = 0.09766 hartree/bohr
energy relative to the best compared isomer or geometry (same formula, charge and spin) = 158.1 kcal/mol
frontier orbital gap = 0.360 hartree

***

Copy entry 4 word for word.
Density functional theory data (ωB97M-V/def2-TZVPD) for 2 unconnected molecules or ions with the total composition C2H4N2O3.

ORCA input file:
```
! RIJCOSX wB97M-V def2-TZVPD def2/J DEFGRID3
* xyz 0 3
C -2.267 -0.247 -0.032
C 1.533 -0.184 -0.241
N -2.611 0.902 0.139
N 0.661 0.661 0.523
O -1.822 -1.301 -0.326
O 0.585 1.812 0.051
O 1.830 -1.337 0.411
H 2.340 0.446 -0.376
H 1.048 -0.448 -1.127
H -2.429 1.676 0.650
H 1.133 -1.981 0.326
*
```

HOMO (spin up / spin down) = -8.8 / -11.2 eV
maximum force = 0.10540 hartree/bohr
energy relative to the best compared isomer or geometry (same formula, charge and spin) = 0.0 kcal/mol
frontier orbital gap (spin up / spin down) = 0.351 / 0.361 hartree

***

Which value of maximum force does entry 2 give? 0.10264 hartree/bohr

***

Repeat the first record exactly.
Density functional theory data (ωB97M-V/def2-TZVPD) for 2 unconnected molecules or ions with the total composition C2H4N2O2S.

ORCA input file:
```
! RIJCOSX wB97M-V def2-TZVPD def2/J DEFGRID3
* xyz 0 1
C -0.684 -2.262 -2.138
C -0.129 -1.385 -1.363
N -0.649 2.361 2.702
N 0.349 -0.763 -0.436
O 0.617 0.646 -0.629
O 1.330 1.150 1.839
S 0.040 0.995 2.498
H -1.703 -1.918 -2.138
H -0.188 -2.805 -2.858
H 1.001 0.961 0.184
H 0.019 3.019 2.337
*
```

HOMO = -9.5 eV
maximum force = 0.05429 hartree/bohr
energy relative to the best compared isomer or geometry (same formula, charge and spin) = 113.0 kcal/mol
frontier orbital gap = 0.304 hartree